Here is a 2-piece molecular cluster, C5H12NO overall at a distorted geometry from OMol25. Energies are from the ωB97M-V functional and the def2-TZVPD basis.

Calculated values
- frontier orbital gap (eV) = 9.02
- charge = +1
- M (g mol⁻¹) = 102.16
- highest occupied orbital energy (eV) = -14.15

Structure (XYZ):
```
19
Properties=species:S:1:pos:R:3:forces:R:3
C -2.65011 -0.70016 -1.40384 2.0348 -0.5113 -0.6739
C -1.50135 0.20030 -2.00577 -1.4085 0.5436 -0.3003
C -0.15384 -0.18986 -1.55518 -0.0453 -0.2835 0.4626
C 0.35518 0.06508 -0.36037 0.0219 -0.4339 -0.3888
N 1.47066 -0.70175 0.08650 1.0093 0.6365 0.6939
C 2.16167 -0.36716 1.11598 -0.6784 0.4974 -0.3065
H -2.22534 -1.70558 -1.32415 -0.3979 -0.1355 0.0058
H -3.44364 -0.72866 -2.14083 -0.4523 0.1290 0.4495
H -2.88661 -0.38230 -0.39226 -0.4305 0.1539 -0.1977
H -1.83885 1.20843 -1.77880 0.6972 0.3683 0.3578
H -1.53265 0.19152 -3.08733 -0.0387 -0.3834 -0.2731
H 0.42303 -0.87610 -2.16458 -0.1790 -0.1289 -0.2951
H -0.10300 0.69161 0.38141 0.0946 0.1867 0.2492
H 1.78068 -1.51448 -0.43264 -0.5515 -0.4058 -0.0607
H 1.99020 0.63751 1.46674 -0.1300 0.0521 0.7573
H 2.82713 -1.03172 1.63665 0.4681 -0.2026 -0.4032
H 1.19514 2.27586 4.00787 0.3218 -0.1528 -0.0769
H 2.20421 1.16137 4.32238 0.0121 0.0890 0.1777
O 1.92747 1.76610 3.62822 -0.3479 -0.0187 -0.1777
```
Forces are in eV/Å.



Here is an isolated ion of composition C5H12NO and charge +2 at a distorted geometry from OMol25. Energies are from the ωB97M-V functional and the def2-TZVPD basis.

Calculated values
- spin multiplicity = 2
- expectation value of S² = 0.754
- frontier orbital gap (alpha / beta) (eV) = 10.79 / 5.92
- charge = +2
- M (g mol⁻¹) = 102.16
- highest occupied orbital energy (alpha / beta) (eV) = -19.95 / -19.96

Structure (XYZ):
```
19
Properties=species:S:1:pos:R:3:forces:R:3
C -1.58772 1.17968 0.99106 1.7635 -1.2897 -2.3805
O -1.93126 -0.12487 0.54625 -0.6592 1.5438 1.2314
C -0.15614 1.57771 0.54501 -0.5762 0.2197 1.3846
C 0.48750 0.98115 -0.71535 0.3024 -0.6530 -0.1173
C 1.35132 -0.31119 -0.57537 0.9313 0.0109 -2.1857
C 0.88540 -2.78592 -0.50280 2.4461 -0.4955 -1.3902
N 0.63543 -1.55634 -0.28530 -3.1686 1.4375 1.5022
H -1.70846 1.40685 2.07743 -0.3701 -0.1790 0.0860
H -2.41256 1.72187 0.46820 -0.1598 0.7635 0.4568
H -2.92082 -0.15445 0.62480 0.4060 -0.7189 -0.1566
H -0.28904 2.69950 0.53288 0.3559 -0.7336 -0.2706
H 0.58026 1.43351 1.37457 -0.5161 0.2249 -0.2334
H 1.22606 1.74465 -0.99308 -0.1642 -0.1600 -0.2138
H -0.21241 0.84679 -1.55132 0.0435 0.1856 0.2204
H 2.21643 -0.21054 0.08854 -0.5897 -0.0675 0.6455
H 1.88869 -0.54232 -1.50844 -0.2555 0.6207 -0.2329
H 0.77566 -3.61053 0.21476 -1.5893 0.2162 -0.4929
H 1.48558 -2.99539 -1.41489 0.4282 0.0392 1.0041
H -0.31392 -1.30019 0.08305 1.3717 -0.9648 1.1428
```
Forces are in eV/Å.



Here is a 2-piece molecular cluster, C5H12NO2 overall at a distorted geometry from OMol25. Energies are from the ωB97M-V functional and the def2-TZVPD basis.

Calculated values
- frontier orbital gap (eV) = 6.39
- charge = -1
- M (g mol⁻¹) = 118.16
- highest occupied orbital energy (eV) = -2.70

Structure (XYZ):
```
20
Properties=species:S:1:pos:R:3:forces:R:3
C -0.43178 -1.19945 1.68169 0.1061 0.5505 0.3101
O 0.48597 -1.33838 2.63296 -0.0176 -0.0443 -0.0010
C -0.16261 0.03566 0.74341 -0.6708 -0.5606 0.2170
C -0.86531 -0.08627 -0.62132 -0.3000 0.4064 0.5500
C 0.05496 -0.47943 -1.71629 0.1881 -0.3689 -0.9681
C 0.18270 0.22920 -2.84621 0.0218 0.6175 0.2893
N 0.76283 -1.67679 -1.55447 0.1858 -0.1964 0.6149
H -1.47424 -0.98512 2.06652 -0.0858 -0.3604 -0.1177
H -0.55009 -2.09371 1.00198 -0.0732 -0.0391 -0.0765
H 0.91355 0.07199 0.71807 0.5312 0.2983 -0.4077
H -0.55188 0.90658 1.26888 0.0745 0.1380 0.0169
H -1.67577 -0.80800 -0.46188 0.0983 -0.2823 -0.2651
H -1.38103 0.82767 -0.92857 0.1849 0.0718 0.0620
H 0.88198 -0.03064 -3.63086 -0.0322 -0.1538 -0.0055
H -0.32599 1.18394 -2.92248 0.0002 -0.1152 -0.1075
H 0.66060 -2.05258 -0.61732 0.0264 0.0231 -0.0315
H 1.74971 -1.60852 -1.77618 -0.2734 0.0155 -0.1275
H 1.18539 3.51855 2.45063 -0.3980 -0.1720 -0.0146
H 0.28672 2.32846 2.12431 -0.0100 -0.1087 0.0545
O 0.25427 3.25686 2.38715 0.4435 0.2805 0.0079
```
Forces are in eV/Å.



Here is an isolated ion of composition C5H12NO2 and charge -1 at a distorted geometry from OMol25. Energies are from the ωB97M-V functional and the def2-TZVPD basis.

Calculated values
- frontier orbital gap (eV) = 5.69
- charge = -1
- M (g mol⁻¹) = 118.16
- highest occupied orbital energy (eV) = -2.36

Structure (XYZ):
```
20
Properties=species:S:1:pos:R:3:forces:R:3
C -1.37619 1.66695 0.48513 0.6319 0.8072 -0.3737
C -0.35681 0.67499 1.14724 0.2301 3.2235 -0.4374
O -0.40181 0.98666 2.54286 3.8882 -0.6307 2.2996
C -0.74150 -0.67254 0.95673 -0.4719 -6.8300 -2.2518
C 0.14036 -1.44849 -0.19004 0.0849 0.9472 0.3498
N 0.28856 -0.45191 -1.29720 1.8204 -0.8144 2.1229
C 1.71761 -0.31352 -1.86765 -3.0619 1.0236 -5.0867
O 1.88183 -1.02909 -3.01939 0.0093 -0.4005 1.1684
H -1.02768 1.82411 -0.59931 -0.8928 -0.3192 1.5704
H -2.51740 1.48289 0.57435 2.0467 -0.2550 -0.1277
H -1.15141 2.56929 1.08551 -0.4141 0.1112 -0.6602
H 0.65915 0.91746 0.65579 -1.3710 -0.3522 0.9298
H 0.52241 0.64756 2.97864 -3.5106 1.1547 -1.6667
H -0.60157 -1.44599 1.81323 -0.6641 1.8241 -0.6997
H -1.80825 -0.75400 0.49628 1.6296 0.0012 1.2479
H -0.51005 -2.33979 -0.44062 1.0007 0.6847 -0.0236
H 1.21521 -1.82567 0.16551 -2.2770 0.8402 -0.4462
H -0.12184 -0.83571 -2.09592 -0.8865 -0.6719 -1.5795
H 2.46821 -0.40446 -1.19275 2.1496 -0.7948 3.0706
H 1.72118 0.75127 -2.19839 0.0585 0.4513 0.5938
```
Forces are in eV/Å.



Here is a 2-piece molecular cluster, C5H12NO2 overall at a distorted geometry from OMol25. Energies are from the ωB97M-V functional and the def2-TZVPD basis.

Calculated values
- frontier orbital gap (eV) = 10.17
- charge = +1
- M (g mol⁻¹) = 118.16
- highest occupied orbital energy (eV) = -13.71

Structure (XYZ):
```
20
Properties=species:S:1:pos:R:3:forces:R:3
O -1.91314 0.34537 1.80531 -0.4118 0.1575 -0.3360
C -0.90343 -0.25580 1.96278 0.3953 -1.2722 1.1962
C -0.59475 -1.67759 1.26518 -0.8007 3.7113 -0.0709
C 0.76288 -1.27193 0.67763 0.4043 -2.8053 -1.7967
C 0.84611 0.00298 -0.09068 1.0405 1.1191 -0.1649
C 0.28505 0.35647 -1.24788 -1.0878 -0.1294 0.1013
N -1.70946 -1.71329 0.24258 0.0727 -1.3964 -0.1559
H -0.09967 0.05947 2.68073 -0.3576 -0.0272 -0.5251
H -0.67908 -2.39348 2.08261 0.2041 -0.5621 -0.6807
H 1.15804 -1.96394 -0.12899 -0.3769 -0.2223 1.4267
H 1.39884 -1.33763 1.55708 0.5039 0.3050 -0.3239
H 1.69962 0.60862 0.24278 -0.8088 0.4195 0.1530
H -0.38533 -0.21136 -1.90044 -0.0395 -0.5498 0.5262
H 0.29436 1.35563 -1.64606 0.9699 0.3330 0.0643
H -2.60172 -1.48648 0.69185 0.0965 0.8721 -0.0663
H -1.91697 -2.60888 -0.21275 0.6508 -0.1918 0.1927
H -1.45519 -1.06665 -0.52274 -0.4220 0.2734 0.4582
H 2.02167 5.03936 -1.92323 -0.4316 -0.2962 -0.9234
H 1.65179 4.03369 -3.17108 -0.3200 0.8653 -0.0407
O 2.14039 4.18543 -2.36469 0.7188 -0.6036 0.9659
```
Forces are in eV/Å.



Here is a 2-piece molecular cluster, C5H12NO2 overall at a distorted geometry from OMol25. Energies are from the ωB97M-V functional and the def2-TZVPD basis.

Calculated values
- frontier orbital gap (eV) = 9.45
- charge = +1
- M (g mol⁻¹) = 118.16
- highest occupied orbital energy (eV) = -13.08

Structure (XYZ):
```
20
Properties=species:S:1:pos:R:3:forces:R:3
O -2.26372 0.46381 1.00604 -0.3048 0.7607 -0.1737
C -1.85467 1.12922 1.93568 -0.7872 -2.0102 -1.0118
C -0.73796 0.64990 2.70713 0.8592 -1.8112 3.0476
C 0.33069 0.32338 1.65760 1.4361 0.8900 -1.1340
C -0.01495 -0.84487 0.78486 1.5689 0.3537 -1.6603
C 0.72045 -0.99878 -0.35763 -2.7897 -0.4131 3.2962
N 0.35171 -1.93252 -1.40001 -0.3850 0.2533 -2.1239
H -2.29855 1.99705 2.26344 -1.5601 2.4463 0.4307
H -0.44394 1.28585 3.57406 0.2131 0.1535 -1.1967
H -1.20934 -0.22519 3.37744 1.2703 1.0589 -1.8234
H 0.32526 1.18079 0.83587 0.3571 -1.2244 2.2119
H 1.38589 0.15202 2.00784 -1.0613 0.5834 0.1041
H -0.87559 -1.37020 1.15520 -0.2027 -0.6955 -0.7872
H 1.63369 -0.53483 -0.55055 1.0587 1.1285 -0.1953
H 1.01171 -1.65119 -2.18880 -1.5306 -0.7329 0.6344
H -0.69925 -1.79459 -1.72060 2.6612 -0.7838 0.7354
H 0.63742 -2.88850 -1.13196 -0.8281 0.1203 -0.3860
H 1.05642 2.38286 -4.87597 -0.0920 -0.4083 0.3910
H 1.82282 1.10449 -4.73793 1.3970 -0.9160 -0.7981
O 1.12190 1.57131 -4.34169 -1.2801 1.2468 0.4391
```
Forces are in eV/Å.